[1]
{"formula": "C2H4NO2", "method": "ωB97M-V with the def2-TZVPD basis set", "elements": ["O", "C", "C", "N", "O", "H", "H", "H", "H"], "coordinates": [[0.707, -1.299, 0.995], [0.950, -0.353, 0.237], [0.049, 0.820, 0.056], [-0.638, 0.335, -1.104], [-1.594, -0.692, -0.615], [1.733, -0.444, -0.543], [0.579, 1.752, -0.168], [-0.585, 0.961, 0.959], [-1.200, -1.081, 0.182]], "charge": -1, "e_lumo_ev": 4.64, "e_homo_ev": -1.70, "smiles": "O=CC[N-]O"}

***

[2]
{"formula": "C2H4NO2", "method": "ωB97M-V with the def2-TZVPD basis set", "elements": ["C", "C", "N", "O", "O", "H", "H", "H", "H"], "coordinates": [[1.357, -0.473, 0.695], [-1.606, 2.712, 0.471], [-1.336, 1.516, 0.347], [-1.892, 3.805, 0.675], [0.429, -0.194, -0.044], [1.914, -1.487, 0.677], [1.704, 0.088, 1.535], [-2.151, 0.819, 0.223], [-0.258, 0.595, 0.113]], "charge": 1, "e_lumo_ev": -6.00, "e_homo_ev": -16.44}

***

[3]
{"formula": "C2H4NO2", "method": "ωB97M-V with the def2-TZVPD basis set", "elements": ["C", "C", "N", "O", "O", "H", "H", "H", "H"], "coordinates": [[-0.005, -1.522, -0.794], [0.477, 0.202, -0.445], [-0.358, 0.688, 0.865], [0.289, -2.336, -1.463], [1.646, 0.115, -0.347], [-0.286, 0.529, -1.299], [0.377, 0.890, 1.472], [-1.005, -0.001, 1.368], [-1.136, 1.436, 0.643]], "charge": 1, "e_lumo_ev": -5.32, "e_homo_ev": -16.40}

***

[4]
{"formula": "C2H4NO2S2", "method": "ωB97M-V with the def2-TZVPD basis set", "elements": ["O", "C", "O", "C", "N", "S", "S", "H", "H", "H", "H"], "coordinates": [[-2.284, 1.004, 0.338], [-1.569, 0.052, 0.103], [-1.958, -1.157, 0.153], [-0.090, 0.555, -0.265], [0.945, -0.284, 0.316], [0.737, -1.999, -0.350], [2.472, 0.487, 0.084], [0.090, 1.612, 0.033], [-0.154, 0.491, -1.437], [-0.846, -1.783, -0.163], [2.657, 1.020, 1.188]], "charge": -1, "e_lumo_ev": 3.14, "e_homo_ev": -4.03, "smiles": "O=C([O-])CN(S)S"}

***

[5]
{"formula": "C2H4NOP", "method": "ωB97M-V with the def2-TZVPD basis set", "elements": ["C", "C", "N", "O", "P", "H", "H", "H", "H"], "coordinates": [[-0.525, -0.890, 0.039], [-1.026, 0.509, 0.055], [0.612, -1.337, -0.187], [2.900, 0.910, 0.559], [2.691, 0.046, -0.597], [-1.183, -1.713, 0.022], [-0.239, 1.251, 0.270], [-1.815, 0.532, 0.796], [-1.415, 0.692, -0.957]], "e_lumo_ev": [-0.94, -1.20], "e_homo_ev": [-8.50, -7.42]}

***

[6]
{"formula": "C2H4NOPS", "method": "ωB97M-V with the def2-TZVPD basis set", "elements": ["H", "N", "C", "C", "O", "P", "S", "H", "H", "H"], "coordinates": [[-2.043, -0.345, -1.184], [-1.132, -0.379, -1.483], [-0.252, 0.073, -0.689], [-0.505, 0.672, 0.692], [1.103, -0.016, -1.045], [2.388, -0.495, -0.129], [1.901, -2.087, 0.827], [-1.579, 0.902, 1.005], [-0.045, 0.077, 1.338], [0.164, 1.600, 0.668]], "e_lumo_ev": -1.23, "e_homo_ev": -9.72, "smiles": "[H]/N=C(\\C)OP=S"}

***

[7]
{"formula": "C2H4NOS2", "method": "ωB97M-V with the def2-TZVPD basis set", "elements": ["C", "C", "N", "O", "S", "S", "H", "H", "H", "H"], "coordinates": [[-1.028, 0.803, -0.969], [-0.020, -0.943, 1.085], [1.698, 0.322, -0.708], [-1.706, -0.227, -1.088], [-1.159, 2.272, -1.757], [0.468, 0.654, 0.310], [0.845, -1.623, 1.093], [-0.915, -1.390, 0.525], [-0.680, -0.724, 1.935], [2.497, 0.857, -0.425]], "charge": -1, "e_lumo_ev": 3.54, "e_homo_ev": -3.83}

***

[8]
{"formula": "C2H4NP", "method": "ωB97M-V with the def2-TZVPD basis set", "elements": ["C", "C", "N", "P", "H", "H", "H", "H"], "coordinates": [[-1.327, 0.827, -0.223], [-1.234, -0.462, -0.315], [-0.304, 0.235, 0.603], [1.841, 0.146, -0.226], [-1.788, 1.802, -0.270], [-1.426, -1.407, -0.642], [1.718, -1.162, 0.115], [2.520, 0.022, 0.959]], "e_lumo_ev": [0.41, 0.41], "e_homo_ev": [-7.35, -7.36]}

***

[9]
{"formula": "C2H4NP", "method": "ωB97M-V with the def2-TZVPD basis set", "elements": ["C", "C", "N", "P", "H", "H", "H", "H"], "coordinates": [[0.720, 0.327, 0.414], [-0.461, 0.301, -0.469], [-1.057, -0.945, -0.439], [0.871, -0.846, -0.927], [1.365, 1.174, 0.384], [0.708, 0.048, 1.386], [-0.972, 1.093, -0.881], [-1.174, -1.151, 0.531]], "e_lumo_ev": 0.82, "e_homo_ev": -9.10, "smiles": "C1[C@@H]2NP12"}

***

[10]
{"formula": "C2H4NP", "method": "ωB97M-V with the def2-TZVPD basis set", "elements": ["C", "P", "C", "N", "H", "H", "H", "H"], "coordinates": [[-1.066, 0.585, 0.174], [0.731, 0.707, -0.308], [1.310, -0.959, -0.412], [1.638, -0.388, 0.775], [-1.597, 0.288, -0.616], [-1.527, 1.668, 0.364], [-1.276, -0.162, 1.039], [1.787, -1.740, -1.015]], "e_lumo_ev": 0.30, "e_homo_ev": -9.14, "smiles": "CP1=CN=1"}

***

[11]
{"formula": "C2H4NP", "method": "ωB97M-V with the def2-TZVPD basis set", "elements": ["H", "N", "C", "C", "P", "H", "H", "H"], "coordinates": [[1.063, -2.353, 0.378], [1.296, -1.434, -0.047], [0.347, -0.620, -0.248], [0.134, 0.837, -0.452], [-1.598, -0.450, -0.199], [0.718, 1.480, 0.192], [0.090, 1.137, -1.538], [-1.602, -0.736, 1.098]], "e_lumo_ev": 0.27, "e_homo_ev": -8.85, "smiles": "[H]/N=C1/CP1"}

***

[12]
{"formula": "C2H4NP", "method": "ωB97M-V with the def2-TZVPD basis set", "elements": ["C", "C", "N", "P", "H", "H", "H", "H"], "coordinates": [[1.293, -0.817, -0.362], [1.136, 0.406, 0.039], [1.358, -1.948, -0.729], [-3.682, 0.778, 0.226], [1.842, 1.146, 0.371], [0.093, 0.828, 0.064], [1.605, -2.669, -0.091], [-3.645, 2.276, 0.481]], "spin_multiplicity": 3, "e_lumo_ev": [0.98, -1.21], "e_homo_ev": [-8.93, -8.93]}

***

Energy relative to the best compared isomer or geometry (same formula, charge and spin), respectively: 4.200 1.070 2.050 0.932 2.210 0.674 1.309 4.715 1.590 1.519 1.778 1.465 eV.
F_max, respectively: 0.0108 0.0559 0.0938 0.0835 0.0590 0.0980 0.0510 0.0722 0.0677 0.0954 0.0755 0.0521 hartree/bohr.